Computed, not measured: a single C22H23ClN2O3S molecule at a distorted geometry, with the ωB97M-V functional and the def2-TZVPD basis.

Values from the calculation:
HOMO in hartree: -0.300
2S+1: 1
Orbital gap in eV: 8.676

CARTESIAN COORDINATES (ANGSTROEM)
C 1.718 -3.051 4.382
C 1.564 -1.666 3.830
C 0.570 -1.370 2.912
C 0.440 -0.082 2.395
C 1.297 0.929 2.826
C 2.288 0.635 3.743
C 2.426 -0.651 4.235
H 3.207 -0.874 4.949
H 2.958 1.413 4.077
H 1.168 1.927 2.438
C -0.582 0.208 1.416
N -0.907 1.384 0.961
C -1.938 1.170 0.092
C -2.190 -0.177 0.035
O -1.331 -0.783 0.884
C -3.161 -0.991 -0.734
H -2.992 -0.854 -1.801
H -4.183 -0.688 -0.505
H -3.031 -2.039 -0.480
C -2.610 2.280 -0.607
H -2.243 3.233 -0.237
H -3.693 2.221 -0.497
S -2.320 2.200 -2.461
O -1.561 0.960 -2.703
C -1.081 3.563 -2.577
C 0.132 3.433 -1.658
O 0.550 4.383 -1.031
N 0.700 2.220 -1.693
H 0.167 1.443 -2.075
C 1.868 1.900 -0.907
C 2.618 0.717 -1.531
C 1.874 -0.566 -1.289
C 0.870 -0.992 -2.151
C 0.134 -2.131 -1.879
C 0.423 -2.869 -0.745
C 1.446 -2.489 0.106
C 2.152 -1.331 -0.163
H 2.932 -1.020 0.517
H 1.683 -3.085 0.973
Cl -0.500 -4.289 -0.387
H -0.658 -2.439 -2.544
H 0.648 -0.437 -3.050
H 2.736 0.895 -2.601
H 3.608 0.658 -1.077
H 2.497 2.794 -0.883
H 1.580 1.655 0.122
H -0.745 3.559 -3.615
H -1.604 4.495 -2.373
H -0.118 -2.136 2.588
H 0.988 -3.728 3.945
H 1.581 -3.046 5.463
H 2.717 -3.433 4.177